No. 1
# C3H5NO2

2 unconnected molecules or ions with the total composition C3H5NO2 (ωB97M-V with the def2-TZVPD basis set, the Open Molecules 2025 dataset).

Properties
- Total energy: -8774.9158 eV
- LUMO: -0.05 eV
- Total charge: 0
- Gap between HOMO and LUMO: 10.0 eV
- SMILES string: [H]/N=C/C=O.C=O
- Multiplicity: 1

Each line ends with the Mulliken charge.
Element x y z (Å)
H 2.301 -0.937 -1.019  0.265
N 1.280 -0.990 -1.067  -0.523
C 0.775 -1.059 0.091  0.003
C -0.702 -1.322 0.179  0.018
O -1.521 -0.872 -0.584  -0.424
H 1.340 -1.049 1.037  0.361
H -0.991 -2.040 0.976  0.309
C -0.620 2.066 0.086  -0.120
O 0.239 1.844 0.905  -0.411
H -0.650 1.603 -0.923  0.261
H -1.451 2.757 0.319  0.261

=====

No. 2
# C23H25BrIrN3O5

A molecular structure, C23H25BrIrN3O5 in a non-equilibrium geometry (ωB97M-V with the def2-TZVPD basis set, the Open Molecules 2025 dataset).

Properties
- Total energy: -111815.3749 eV
- LUMO (spin up / spin down): -11.52 / -11.53 eV
- Total charge: +3
- Expectation value of S²: 0.757
- Gap between HOMO and LUMO (spin up / spin down): 5.3 / 5.2 eV
- Multiplicity: 2

Each line ends with the Mulliken charge.
Element x y z (Å)
Ir -0.251 1.976 -0.741  1.615
C 2.132 4.156 -1.688  -0.568
C 1.295 4.170 -2.946  -0.742
O -0.009 4.139 -2.427  -0.193
C -1.167 4.477 -3.157  -0.702
C -2.256 3.652 -2.463  -0.589
O -1.894 3.369 -1.089  -0.412
C -2.002 4.477 -0.178  -0.432
C -1.663 3.951 1.197  -0.781
O -0.375 3.302 1.196  -0.460
C 0.742 4.208 1.222  -0.330
C 1.908 3.471 0.623  -0.956
O 1.623 3.141 -0.759  -0.455
H 2.055 5.125 -1.196  0.374
H 3.179 3.926 -1.886  0.406
H 1.486 3.307 -3.591  0.349
H 1.513 5.083 -3.508  0.450
H -1.103 4.195 -4.210  0.438
H -1.347 5.553 -3.095  0.333
H -2.352 2.668 -2.920  0.293
H -3.227 4.145 -2.476  0.504
H -3.029 4.846 -0.187  0.514
H -1.332 5.277 -0.498  0.328
H -2.374 3.184 1.500  0.350
H -1.675 4.755 1.934  0.456
H 0.950 4.500 2.253  0.511
H 0.515 5.103 0.637  0.286
H 2.062 2.527 1.147  0.450
H 2.825 4.057 0.681  0.464
Br 0.738 -10.094 3.990  0.066
C 0.343 -8.651 2.967  0.278
C -0.733 -8.727 2.038  -0.569
C -1.022 -7.635 1.268  -0.333
C -0.265 -6.461 1.416  0.533
C 0.812 -6.380 2.321  -0.091
C 1.112 -7.462 3.099  -0.668
N -0.662 -5.391 0.581  -0.641
N -0.026 -4.320 0.610  0.190
C -0.454 -3.107 0.359  0.414
C -1.870 -2.817 0.270  -0.518
C -2.330 -1.579 0.003  -1.101
C -1.398 -0.508 -0.211  0.863
O -1.765 0.655 -0.509  -0.632
C 0.030 -0.770 -0.103  0.311
N 0.825 0.310 -0.333  -0.231
C 2.142 0.132 -0.317  -0.064
C 2.714 -1.113 -0.046  -1.061
C 1.913 -2.204 0.202  -0.331
C 0.523 -2.036 0.170  0.559
H -1.299 -9.644 1.949  0.460
H -1.823 -7.653 0.542  0.488
H 1.390 -5.470 2.392  0.426
H 1.926 -7.433 3.811  0.448
H -2.553 -3.644 0.416  0.538
H -3.386 -1.361 -0.078  0.544
H 2.748 0.998 -0.538  0.620
H 3.791 -1.203 -0.047  0.453
H 2.348 -3.173 0.404  0.547